17
Properties=species:S:1:pos:R:3 method="wB97M-V/def2-TZVPD" molar_mass_g_mol=104.1 relative_energy_kcal_mol=34.0 e_homo_ev="-9.5 / -9.1" spin_multiplicity=2 s_squared=0.76
O -1.740 -0.155 0.215
C -1.848 -0.871 -0.804
O -0.922 -1.486 -1.426
H -2.858 -0.855 -1.305
C 1.170 -0.728 1.116
C 1.395 0.714 0.627
C 1.369 0.835 -0.941
N 0.310 1.596 1.062
H 1.900 -1.484 0.774
H 1.053 -0.903 2.190
H 0.208 -1.100 0.671
H 2.334 1.186 0.932
H 1.581 1.874 -1.202
H 2.178 0.269 -1.336
H 0.446 0.375 -1.393
H 0.307 1.778 2.061
H -0.546 1.117 0.876